This record from the Open Molecules 2025 dataset describes a cluster of 15 separate species, C72H124N19O23 in total in a non-equilibrium geometry. The level of theory is ωB97M-V/def2-TZVPD.

The geometry in XYZ format:
```
238
Properties=species:S:1:pos:R:3:forces:R:3:lowdin_charge:R:1
C 18.844 45.894 14.230 -0.1 0.9 0.6 0.060
N 18.879 44.427 14.241 -0.1 -0.1 0.4 -0.062
C 19.034 43.764 15.375 -0.1 -0.3 2.4 0.031
C 18.981 42.377 15.491 -0.4 1.1 -0.9 0.069
C 18.799 41.660 14.326 0.3 -0.9 -0.6 -0.132
C 18.708 42.352 13.120 0.4 0.3 0.2 0.061
C 18.766 43.723 13.127 -0.2 -0.4 -1.0 0.024
C 18.706 40.168 14.336 -1.0 -1.2 -0.4 -0.089
C 19.604 39.314 14.995 -1.5 -0.5 0.0 0.073
C 19.274 37.953 15.088 -0.6 0.9 -0.2 0.044
N 18.139 37.425 14.556 2.0 -0.5 -0.2 -0.080
C 17.327 38.202 13.855 -1.6 -0.4 -0.4 -0.023
C 17.582 39.531 13.718 -0.1 1.8 0.0 0.056
C 17.910 35.940 14.466 -1.3 1.0 -0.4 0.056
H 18.168 46.320 13.507 -0.2 -0.5 -0.6 0.118
H 19.836 46.252 14.050 0.6 0.3 -0.2 0.118
H 18.496 46.299 15.180 0.2 -0.4 0.2 0.120
H 19.142 44.346 16.296 -0.1 0.0 -0.5 0.169
H 18.922 41.933 16.460 0.4 -0.2 0.5 0.139
H 18.662 41.881 12.156 -0.1 -0.3 -0.1 0.144
H 18.717 44.277 12.219 -0.1 0.4 -0.5 0.158
H 20.453 39.682 15.538 0.4 0.0 0.0 0.137
H 19.869 37.308 15.683 0.5 -0.7 0.2 0.141
H 16.398 37.689 13.492 1.1 0.8 0.1 0.180
H 16.813 40.121 13.195 0.6 -0.2 0.3 0.151
H 18.762 35.448 14.806 1.4 -0.7 1.0 0.071
H 17.862 35.658 13.383 -0.7 0.4 1.0 0.135
H 17.038 35.731 15.127 0.5 -0.2 -1.0 0.131
C 4.083 10.671 12.595 -0.6 0.1 0.4 0.051
N 5.237 11.565 12.805 1.3 1.4 -0.8 -0.077
C 5.948 12.005 11.736 -0.5 -1.7 -1.0 0.030
C 6.866 13.015 11.833 0.1 0.3 -0.9 0.040
C 7.095 13.641 13.026 -0.6 1.3 2.1 -0.132
C 6.410 13.174 14.153 -0.3 0.3 0.1 0.058
C 5.482 12.168 13.979 -0.6 -0.5 0.8 0.017
C 7.853 14.926 13.212 3.8 -1.4 -1.3 -0.137
C 9.267 14.937 13.078 1.2 -1.3 0.2 0.071
C 10.011 16.124 13.214 -1.1 -0.3 -0.3 0.024
N 9.389 17.307 13.313 -0.7 0.4 0.2 -0.032
C 8.003 17.327 13.442 2.4 -0.5 -0.4 0.052
C 7.303 16.151 13.425 -1.5 0.5 0.1 0.016
C 10.178 18.623 13.244 -0.8 0.0 0.5 0.061
H 3.914 10.086 13.522 0.1 0.3 -0.8 0.126
H 4.260 10.053 11.709 0.0 0.0 0.4 0.114
H 3.228 11.347 12.388 0.3 -0.6 0.2 0.131
H 5.766 11.473 10.763 0.1 0.7 1.1 0.178
H 7.309 13.399 10.933 0.2 -0.1 -0.3 0.144
H 6.481 13.688 15.134 0.0 -0.6 -0.8 0.160
H 4.846 11.850 14.791 0.0 -0.1 0.1 0.156
H 9.925 13.998 12.915 -1.5 1.6 0.3 0.173
H 11.083 16.163 13.224 0.5 0.0 -0.1 0.120
H 7.546 18.284 13.487 -0.3 0.6 0.2 0.143
H 6.241 16.131 13.499 -0.8 0.7 0.2 0.137
H 10.008 19.161 14.173 -0.1 -0.1 0.1 0.105
H 9.738 19.204 12.447 -0.1 0.0 -0.3 0.098
H 11.268 18.582 13.112 -0.4 -1.1 0.0 0.091
C 18.442 20.904 28.262 -0.8 0.4 -2.5 0.070
N 18.846 22.312 27.891 -0.1 -1.5 0.0 -0.072
C 19.241 22.465 26.635 -0.1 -0.7 -1.0 -0.007
C 19.492 23.707 26.138 0.9 0.6 -3.5 0.052
C 19.262 24.844 26.869 0.1 0.3 0.7 -0.131
C 18.913 24.640 28.193 -1.3 0.4 0.9 0.041
C 18.701 23.366 28.693 -0.7 0.0 1.1 0.025
C 19.267 26.215 26.285 -2.1 0.2 2.1 -0.096
C 18.236 27.138 26.748 1.4 -0.7 -1.8 0.072
C 18.215 28.385 26.202 0.6 -0.9 0.5 0.005
N 19.146 28.801 25.310 -0.3 0.6 -0.7 -0.050
C 19.992 27.933 24.805 1.9 -0.6 0.3 0.005
C 20.144 26.653 25.366 -0.1 1.2 -1.4 0.038
C 19.036 30.190 24.761 -0.6 -1.6 -0.4 0.060
H 17.643 20.583 27.518 0.7 0.7 1.1 0.140
H 18.063 20.953 29.236 -0.4 -0.4 1.4 0.079
H 19.237 20.190 28.070 0.4 0.3 0.5 0.111
H 19.186 21.572 25.996 0.3 0.5 0.1 0.136
H 19.766 23.830 25.030 -0.5 -0.5 1.7 0.171
H 18.530 25.467 28.797 0.7 -0.2 0.1 0.138
H 18.276 23.145 29.704 0.6 0.4 -1.0 0.173
H 17.382 26.857 27.331 0.1 -0.3 0.5 0.131
H 17.462 29.043 26.517 -0.7 1.2 0.0 0.140
H 20.765 28.219 24.069 -1.0 0.3 0.3 0.169
H 20.932 26.095 24.923 0.4 -0.8 0.0 0.133
H 18.094 30.172 24.241 -0.3 0.5 -0.2 0.097
H 19.819 30.403 24.074 0.7 -0.2 -0.5 0.098
H 19.096 30.886 25.543 -0.2 0.8 1.2 0.094
C 13.669 19.806 18.326 0.4 -1.4 1.1 0.047
N 15.065 19.332 18.532 -1.0 -1.5 -2.1 -0.044
C 15.820 19.799 19.512 0.0 0.3 0.4 -0.020
C 16.983 19.178 19.847 0.9 -0.3 -0.2 0.064
C 17.438 18.058 19.103 -1.4 2.1 0.2 -0.140
C 16.703 17.700 17.989 -0.4 0.5 0.0 0.048
C 15.507 18.341 17.711 0.7 0.3 2.2 0.030
C 18.632 17.380 19.514 -0.1 -0.6 0.2 -0.141
C 19.045 17.484 20.822 -0.2 0.5 1.0 0.053
C 20.106 16.730 21.288 -1.5 0.2 -2.9 0.055
N 20.661 15.879 20.399 1.2 -0.7 -0.3 -0.067
C 20.260 15.731 19.090 -0.3 1.0 1.9 0.016
C 19.241 16.487 18.647 0.0 0.0 -0.2 0.032
C 21.748 14.937 20.752 -0.3 0.4 -0.4 0.035
H 13.076 19.409 19.143 0.1 0.1 0.5 0.108
H 13.217 19.325 17.475 0.4 0.5 -0.8 0.083
H 13.703 20.853 18.404 -0.3 1.4 -0.5 0.082
H 15.459 20.655 20.057 -0.1 0.1 0.0 0.154
H 17.576 19.642 20.637 0.0 -0.3 -0.1 0.104
H 16.980 16.910 17.319 0.1 -0.3 -0.1 0.119
H 14.871 17.915 16.989 -0.9 0.2 -0.9 0.081
H 18.530 18.154 21.543 0.6 -0.6 -0.6 0.118
H 20.319 16.892 22.302 1.3 -0.7 1.2 0.143
H 20.726 15.005 18.472 0.6 -0.5 0.0 0.142
H 18.903 16.350 17.642 -0.1 0.1 -0.4 0.123
H 21.257 14.004 20.911 0.0 -0.9 0.2 0.105
H 22.225 15.247 21.655 0.4 0.2 0.5 0.097
H 22.434 14.857 19.899 -0.1 0.1 0.5 0.110
C 15.494 29.403 19.074 1.9 0.0 -0.6 0.002
C 16.523 28.382 18.439 -1.9 0.2 0.6 -0.284
C 15.869 27.323 17.566 -0.6 0.6 1.0 -0.204
O 14.876 27.924 16.799 0.2 0.6 -0.4 -0.173
C 13.765 27.105 16.493 -0.5 -0.1 -0.5 -0.071
N 17.574 29.044 17.628 1.2 1.6 0.1 0.226
H 17.494 30.071 17.707 0.4 -0.5 0.6 0.171
H 18.467 28.694 18.043 -0.4 0.7 -0.8 0.172
H 17.556 28.947 16.596 0.0 -1.1 0.0 0.136
H 15.212 30.223 18.411 0.0 -0.2 -0.1 0.086
H 15.970 29.801 19.972 0.0 0.2 -0.1 0.081
H 14.620 28.894 19.394 -0.8 -0.6 0.1 0.079
H 17.056 28.000 19.312 0.0 -0.5 -0.4 0.106
H 15.386 26.628 18.205 -0.3 -0.9 1.0 0.118
H 16.590 26.755 17.020 0.7 -0.2 -0.8 0.101
H 12.853 27.658 16.738 0.1 0.2 -0.6 0.092
H 13.699 26.255 17.166 0.4 -0.5 -0.1 0.083
H 13.804 26.783 15.425 -0.2 0.1 0.9 0.109
C 24.664 19.038 19.498 -0.5 0.3 0.7 -0.024
N 25.178 19.902 18.406 0.4 1.1 -0.6 -0.313
C 26.722 20.137 18.710 -1.4 -0.4 0.6 0.072
C 24.849 19.149 17.125 0.9 2.1 0.1 0.031
C 24.382 21.237 18.261 1.2 -0.7 -0.1 -0.079
C 24.690 22.150 17.063 0.3 1.3 1.9 -0.180
O 23.899 23.310 17.460 0.2 -1.3 0.3 -0.062
H 23.613 18.880 19.311 -0.3 -0.7 -0.5 0.079
H 24.584 19.527 20.484 1.0 0.0 -0.4 0.122
H 25.300 18.133 19.487 -0.6 0.4 0.3 0.125
H 27.067 21.094 18.295 -0.1 -0.7 -0.3 0.098
H 27.243 19.211 18.399 -0.1 0.8 -0.1 0.115
H 26.798 20.211 19.822 -0.1 0.0 -0.9 0.111
H 23.797 18.977 17.134 -0.9 0.2 -0.2 0.087
H 25.339 18.227 17.108 1.0 -1.4 0.0 0.089
H 25.173 19.798 16.300 -0.2 -0.6 0.1 0.114
H 24.579 21.805 19.153 -0.1 0.2 0.4 0.137
H 23.352 20.983 18.158 -0.9 -0.5 0.4 0.094
H 24.420 21.771 16.117 -0.7 -0.5 -1.0 0.103
H 25.748 22.400 17.022 0.2 0.2 0.0 0.117
H 23.958 24.044 16.861 0.4 0.3 -0.7 0.088
C 16.555 19.242 12.813 1.1 -1.1 -1.4 0.038
N 17.709 19.371 13.728 0.9 -1.1 1.7 -0.344
C 17.307 19.998 15.010 -0.8 -0.2 0.5 -0.026
C 18.261 18.037 14.219 -0.8 0.6 0.0 0.041
C 18.830 20.171 13.241 1.1 1.8 -0.8 -0.120
C 18.378 21.567 12.731 -0.1 -0.8 -0.8 -0.179
O 18.104 21.464 11.304 -0.4 0.2 1.0 -0.077
H 16.078 18.296 13.049 -0.4 0.2 0.0 0.089
H 16.934 19.241 11.772 -0.1 -0.2 0.6 0.121
H 15.924 20.085 12.907 -0.8 0.7 0.4 0.101
H 16.519 19.329 15.391 0.3 0.7 0.2 0.091
H 16.906 20.963 14.771 -0.4 0.2 0.3 0.066
H 18.181 20.096 15.674 -0.5 -0.3 -0.2 0.089
H 18.758 17.533 13.427 0.2 -0.5 -0.7 0.105
H 17.480 17.448 14.713 -0.1 0.2 -0.6 0.098
H 18.936 18.334 14.989 0.9 0.0 0.4 0.073
H 19.375 19.647 12.416 -0.4 0.4 0.8 0.162
H 19.490 20.422 14.114 -0.4 -0.9 -0.8 0.123
H 19.251 22.210 12.827 -0.2 0.3 0.2 0.119
H 17.514 21.953 13.336 0.9 -0.1 -0.8 0.132
H 17.297 21.953 11.108 0.1 0.0 0.0 0.086
C 18.556 26.222 6.872 -0.8 -0.5 2.1 0.048
N 17.296 26.575 7.655 0.5 -1.1 2.9 -0.340
C 16.443 27.403 6.835 0.5 0.1 0.3 -0.012
C 16.540 25.325 8.178 1.1 1.3 0.1 0.052
C 17.724 27.465 8.887 -0.4 0.4 -2.0 -0.090
C 18.551 26.767 9.898 0.6 2.4 1.6 -0.265
O 17.637 26.078 10.694 0.7 -0.5 1.5 -0.092
H 18.926 25.352 7.414 0.3 -0.1 -0.6 0.107
H 19.232 27.043 7.062 0.3 0.2 -0.6 0.108
H 18.305 26.040 5.848 0.1 -0.1 -0.5 0.111
H 15.700 27.953 7.342 -0.6 0.6 1.1 0.109
H 15.937 26.850 6.114 -0.5 -1.1 -1.5 0.102
H 17.181 28.027 6.441 0.3 1.7 -1.4 0.096
H 17.114 24.737 8.914 0.1 0.5 -0.6 0.104
H 16.327 24.789 7.286 -0.6 -0.7 -0.5 0.097
H 15.685 25.727 8.704 -0.4 -0.2 -0.2 0.110
H 16.813 27.771 9.369 -0.5 0.1 0.1 0.135
H 18.155 28.343 8.396 0.3 -0.1 0.2 0.138
H 19.151 27.571 10.508 -1.3 -1.2 -1.0 0.175
H 19.330 26.214 9.435 0.7 -1.2 -0.3 0.101
H 17.865 26.259 11.655 -0.2 -0.3 -0.7 0.066
C 18.531 24.650 19.272 -2.0 0.8 -1.1 -0.006
N 19.684 23.991 18.626 -1.3 -0.3 0.8 -0.342
C 20.856 24.668 19.211 0.7 -0.6 0.3 0.013
C 19.667 22.592 19.110 0.7 -0.5 -0.3 0.008
C 19.673 24.042 17.099 -0.7 -0.1 0.4 -0.070
C 19.228 25.356 16.483 -1.5 -2.6 0.4 -0.259
O 20.006 26.355 17.070 -0.7 1.3 -1.0 -0.068
H 18.484 25.651 18.844 0.0 0.1 0.4 0.077
H 18.644 24.741 20.351 0.2 -0.3 -0.1 0.097
H 17.573 24.146 19.010 0.7 0.0 0.1 0.125
H 20.877 25.606 18.733 0.3 1.2 0.0 0.074
H 21.676 24.075 18.845 0.8 -0.1 0.3 0.089
H 20.821 24.758 20.334 -0.2 -0.3 -1.3 0.140
H 18.722 22.109 18.814 0.4 0.2 0.4 0.111
H 19.860 22.666 20.192 -0.5 -0.6 -0.4 0.095
H 20.512 22.095 18.616 -0.2 -0.2 0.2 0.095
H 19.077 23.219 16.690 -0.2 0.1 0.5 0.143
H 20.670 23.857 16.782 1.1 -0.2 0.1 0.120
H 18.072 25.405 16.619 2.0 0.5 -0.4 0.137
H 19.482 25.200 15.420 -0.5 0.5 0.2 0.126
H 19.857 27.050 16.409 0.4 0.6 0.2 0.076
N 20.465 19.658 17.276 0.2 1.0 1.2 -0.539
O 20.676 20.143 16.145 0.0 -0.5 0.5 -0.036
O 19.304 19.280 17.597 1.2 0.0 -0.5 -0.036
O 21.398 19.666 18.163 -1.1 -0.4 -1.3 -0.081
N 13.733 17.370 14.800 -2.5 0.6 -0.4 -0.570
O 14.948 17.497 14.927 1.0 -0.4 -0.7 -0.047
O 13.000 17.513 15.798 0.1 -0.2 0.4 -0.048
O 13.149 17.178 13.685 1.3 -0.1 0.5 -0.074
N 15.505 22.168 16.398 1.2 1.3 0.5 -0.615
O 15.556 23.340 15.960 -0.2 -0.5 0.0 -0.055
O 14.885 21.288 15.802 -0.5 -0.4 0.1 -0.045
O 16.170 21.900 17.452 -0.5 -0.3 -0.3 -0.093
N 18.544 27.569 21.780 3.0 -3.4 0.1 -0.597
O 18.744 27.725 20.590 -0.4 1.0 -2.5 -0.054
O 19.159 26.506 22.257 -1.5 1.9 0.9 -0.102
O 17.907 28.359 22.432 -0.8 0.6 1.5 -0.001
N 18.098 27.611 13.835 -0.9 0.1 -1.5 -0.601
O 18.386 27.861 14.997 0.8 0.5 2.9 -0.058
O 17.463 28.429 13.177 -0.1 0.2 -0.5 0.010
O 18.438 26.517 13.351 0.3 -0.6 -0.5 -0.031
N 18.758 21.072 22.818 0.8 -0.2 -0.5 -0.609
O 19.027 20.070 22.103 -0.2 -0.1 -0.1 -0.099
O 19.036 22.199 22.392 -0.1 0.5 0.1 -0.042
O 18.270 20.905 23.935 -0.3 0.0 0.8 -0.040
```
Positions in Å, forces in eV/Å.

- LUMO (eV) = -11.408
- strongest force on any atom (eV/Å) = 4.5
- HOMO level (eV) = -16.289
- electronic energy (eV) = -151987.90576
- net charge = +7